24
Properties=species:S:1:pos:R:3:forces:R:3 method="wB97M-V/def2-TZVPD" de_lowest_kcal_mol=20.7 smiles="CNC(C)=O.CNC(C)=O" total_charge=0 multiplicity=1 gap_ev=10.050 molar_mass_g_mol=146.2
C -0.380990 2.472029 1.416202 0.40 -0.33 0.40
N 0.781863 1.603347 1.654957 -0.78 0.80 -0.67
C 1.658196 1.392203 0.637816 0.68 -1.00 0.10
C 2.845786 0.544561 1.069115 -0.62 -1.17 0.62
O 1.454993 1.720263 -0.511320 0.01 0.17 -0.12
H -1.272093 1.974796 1.789749 -0.10 0.29 0.34
H -0.169500 3.437091 1.872956 -0.49 0.09 0.17
H -0.552338 2.636494 0.362292 0.37 -0.18 -0.27
H 1.082563 1.504673 2.609479 0.09 -0.12 -0.11
H 3.235890 0.873362 2.029934 0.50 0.34 -0.20
H 2.464635 -0.459160 1.332732 -0.25 0.28 -0.15
H 3.588588 0.307675 0.317819 0.17 0.77 -0.14
C -2.579212 -1.994527 -0.015815 -0.72 -0.41 -0.08
N -1.381248 -2.018968 -0.816627 -0.19 0.50 -0.21
C -1.158417 -1.016594 -1.756455 -0.37 -0.80 1.29
C 0.186478 -1.046217 -2.397562 0.97 0.56 -0.43
O -2.005422 -0.164504 -1.905089 0.05 0.34 -0.54
H -2.503286 -1.461234 0.931443 0.37 0.03 0.11
H -3.381612 -1.504062 -0.558295 0.05 0.01 -0.20
H -2.904579 -3.021559 0.178963 0.09 0.13 0.10
H -0.722903 -2.735094 -0.573880 0.40 0.18 -0.37
H 0.424895 -0.110353 -2.901346 -0.40 0.18 0.19
H 0.930116 -1.133160 -1.602777 0.08 -0.26 -0.12
H 0.357591 -1.801065 -3.164282 -0.31 -0.40 0.30


16
Properties=species:S:1:pos:R:3:forces:R:3 method="wB97M-V/def2-TZVPD" de_lowest_kcal_mol=90.3 total_charge=0 multiplicity=1 gap_ev=8.351 molar_mass_g_mol=120.1
C 2.130393 0.809114 -0.444940 -2.64 -1.36 -1.10
C -1.686604 -1.244036 0.081771 -2.77 -1.23 -1.98
C -0.317272 -0.660935 0.142043 -0.55 -3.10 -2.03
C -0.236941 0.534723 -0.629166 4.04 1.47 -2.43
P 2.666601 -0.550285 0.303801 -0.55 0.23 0.62
P -0.557799 2.118397 0.150920 -1.44 0.37 0.45
H 2.550890 1.359353 -1.273035 0.06 0.69 0.36
H -2.274691 -0.491899 0.468092 -1.75 1.74 1.34
H -1.898541 -2.099077 0.754309 0.51 0.13 -0.73
H -2.284773 -1.330705 -0.948756 2.01 -0.45 1.73
H 0.352701 -1.429860 -0.225497 0.43 -0.01 0.00
H -0.174170 -0.527627 1.149937 0.94 0.57 2.38
H -0.223922 0.428566 -1.774859 -0.27 0.27 1.91
H 4.044985 -0.379479 0.194650 0.72 0.22 -0.29
H -0.159766 1.613122 1.381713 0.57 0.21 0.57
H -1.931086 1.850625 0.669011 0.69 0.26 -0.81


49
Properties=species:S:1:pos:R:3:forces:R:3 method="wB97M-V/def2-TZVPD" de_lowest_kcal_mol=74.5 total_charge=0 multiplicity=1 gap_ev=9.009 molar_mass_g_mol=259.3
N 20.733760 13.335470 -11.283570 0.44 0.55 -0.19
H 20.704730 13.496060 -10.286840 0.15 0.40 0.28
H 20.929520 14.165680 -11.824430 0.49 0.66 0.21
H 19.838970 13.021440 -11.631190 -1.25 -1.34 -0.16
H 21.469220 12.682800 -11.514280 0.37 -0.62 -0.05
O 18.433670 12.291160 -11.944370 -0.32 -0.96 -1.14
H 18.140870 11.457030 -12.360330 -0.04 0.64 0.27
C 19.976070 13.041190 -8.098890 -2.41 -1.31 0.65
O 20.979260 13.906860 -8.437670 1.44 1.16 -0.63
H 19.324180 13.443010 -7.323210 0.23 -0.04 0.53
H 19.247090 12.910810 -8.898700 0.41 0.17 -0.50
H 20.314500 12.033280 -7.858730 0.15 -0.01 0.22
H 21.491410 14.125000 -7.655540 0.05 0.02 -0.09
C 23.538830 15.225170 -12.948330 -0.08 -0.68 -0.07
O 22.220760 15.325220 -12.361560 1.17 0.43 -0.44
H 24.207940 14.562610 -12.399330 -0.17 -0.05 0.55
H 23.439620 14.722000 -13.910140 -0.24 0.44 -0.13
H 24.066400 16.174230 -13.043560 -0.41 0.16 -0.16
H 22.272630 15.974340 -11.656190 -0.08 0.11 0.10
C 16.373650 14.581280 -10.701820 1.02 -0.79 0.38
O 17.809980 14.510300 -10.768210 -0.39 1.45 0.30
H 15.892820 14.259460 -11.625580 0.13 0.30 -0.19
H 16.101480 13.857120 -9.933970 -0.61 0.18 0.26
H 16.085440 15.592930 -10.416160 0.00 -0.12 -0.06
H 18.038220 13.691670 -11.214700 -0.42 -0.68 -0.28
C 19.039950 11.226750 -15.267120 0.14 0.88 0.68
O 19.771880 12.070330 -14.318150 0.44 -0.83 -2.26
H 19.431130 11.307240 -16.281310 0.74 0.19 0.27
H 19.066140 10.174210 -14.985040 -0.04 -0.01 0.16
H 18.014450 11.561800 -15.422670 -0.24 0.02 0.58
H 19.305450 12.191120 -13.487820 -0.62 -0.21 0.37
C 17.799900 10.475240 -9.249810 -1.06 0.58 0.80
O 18.883090 10.644560 -10.071900 1.50 -1.36 0.69
H 16.917510 10.125720 -9.785840 -0.13 -0.47 0.04
H 18.013060 9.859080 -8.376310 0.18 -0.46 -0.31
H 17.487100 11.420610 -8.806500 -0.16 0.49 0.13
H 18.649000 11.263480 -10.767410 -0.07 0.91 -0.60
C 23.602180 11.535020 -13.165310 -0.14 0.01 -1.06
O 23.024920 11.717770 -11.873670 0.41 -0.03 -0.49
H 23.658830 10.501870 -13.508080 0.01 -0.31 0.56
H 22.978470 11.994910 -13.931850 -0.34 0.28 0.39
H 24.590670 11.975120 -13.296820 0.12 0.11 0.45
H 23.679160 11.462630 -11.219090 -0.06 -0.08 0.11
C 17.963570 15.079170 -13.997550 1.34 -1.53 0.18
O 17.226850 13.907570 -13.746460 -2.18 0.56 -0.74
H 18.780420 15.033330 -13.277310 0.39 0.72 -0.09
H 18.374380 14.931140 -14.996260 0.22 0.72 -0.20
H 17.460170 16.040480 -13.894690 -0.53 -0.34 0.06
H 17.705060 13.258020 -13.225890 0.42 0.12 0.60


136
Properties=species:S:1:pos:R:3:forces:R:3 method="wB97M-V/def2-TZVPD" total_charge=-1 multiplicity=1 gap_ev=6.389 molar_mass_g_mol=1372.0
C -1.141061 3.760460 -2.787531 -0.05 0.03 0.13
C -1.998926 2.797767 -1.974325 0.61 0.89 -0.78
N -3.120884 2.265730 -2.788227 -0.44 -1.32 1.12
C -2.760250 0.995925 -3.436507 0.42 0.01 -0.53
C -3.595360 0.718748 -4.692334 0.01 0.16 0.36
C -4.348546 2.303100 -2.167146 0.07 0.67 -0.26
S -5.014938 3.720956 -1.677806 0.01 0.10 0.26
S -5.264220 0.781512 -1.888859 -0.15 -0.26 -0.49
C -5.063090 0.661194 -0.083596 -0.16 0.42 0.18
C -5.034492 -0.787002 0.392380 -0.03 -0.18 -0.10
C -4.163928 -1.782482 -0.404826 -0.05 -0.07 -0.18
C -3.069497 -2.432848 0.393513 -0.01 -0.25 0.00
C -2.953826 -3.823961 0.548788 0.16 0.10 0.27
Br -4.228318 -4.971980 -0.266738 -0.05 -0.03 -0.05
C -1.882891 -4.371534 1.252804 -0.10 0.06 -0.16
C -0.916349 -3.524393 1.815161 -0.01 0.21 -0.05
C -1.025852 -2.134829 1.693705 -0.01 -0.55 0.54
N -0.047552 -1.276143 2.184896 -0.21 0.52 -0.44
C -0.291556 -0.515953 3.172191 0.03 -0.17 0.03
C -1.423970 -0.736067 4.137449 0.12 0.12 0.12
C 0.594586 0.665654 3.397154 0.32 -0.03 0.18
C -2.104857 -1.609689 0.966813 0.08 0.05 0.05
C -2.193241 -0.100030 0.724667 0.08 0.20 0.11
O -1.979686 0.227048 -0.457774 0.04 -0.01 0.07
O -2.500524 0.621720 1.698032 0.12 -0.19 -0.22
C 0.230765 -4.121733 2.532419 -0.13 0.07 -0.04
O 0.762841 -3.602278 3.487893 0.15 0.01 -0.12
C 0.702406 -5.450902 1.982458 -0.40 -0.35 0.15
P 2.471071 -5.714852 2.064144 0.36 1.06 0.08
O 2.825799 -7.265339 1.925900 -0.24 -0.03 -0.17
O 2.843887 -5.445297 3.585220 0.23 -0.44 0.02
S 3.387307 -4.546851 0.827839 -0.14 -0.27 -0.08
C -0.220937 -6.267386 1.456758 0.45 -0.02 0.00
C 0.033613 -7.619874 0.842066 -0.30 -0.22 -0.02
C 0.635552 -7.487453 -0.543353 -0.16 0.07 -0.17
N 0.060330 -6.955730 -1.533828 0.09 -0.04 -0.03
C -1.663234 -5.822503 1.435734 -0.08 -0.01 -0.05
O -2.531278 -6.660430 1.547995 0.07 0.06 -0.03
H -0.848868 3.311848 -3.737800 0.02 0.03 -0.05
H -1.667539 4.694416 -2.980467 -0.07 -0.01 -0.10
H -0.231758 3.994027 -2.230937 0.04 0.01 -0.01
H -2.389344 3.320578 -1.107943 -0.13 -0.17 0.08
H -1.383423 1.962270 -1.646930 -0.30 -0.09 0.15
H -2.790520 0.167485 -2.728794 -0.02 0.08 0.07
H -1.717525 1.102520 -3.736332 0.03 0.10 0.05
H -2.965225 0.370994 -5.508360 -0.02 -0.13 -0.03
H -4.364477 -0.022826 -4.481306 -0.07 0.00 -0.14
H -4.071127 1.647293 -5.007311 -0.07 -0.03 -0.11
H -5.914483 1.162486 0.375644 -0.01 0.05 0.00
H -4.172497 1.214391 0.205037 0.09 -0.18 -0.09
H -4.703710 -0.769680 1.431431 -0.05 0.09 0.06
H -6.059469 -1.163383 0.392447 -0.03 -0.04 0.03
H -3.679572 -1.287598 -1.247354 -0.02 0.15 0.08
H -4.811509 -2.536739 -0.835185 0.00 -0.10 -0.02
H -1.309132 -0.074648 4.994439 -0.09 0.02 0.04
H -1.393411 -1.766381 4.494767 -0.06 -0.07 -0.07
H -2.374542 -0.521682 3.652687 0.00 -0.03 -0.05
H 0.762440 0.860699 4.456913 -0.04 -0.01 0.03
H 0.093084 1.536934 2.970213 -0.08 0.00 0.00
H 1.554235 0.540869 2.900320 -0.04 -0.04 -0.11
H 3.201459 -7.392444 1.043243 0.09 -0.13 0.07
H 3.238301 -4.566781 3.660914 -0.18 0.07 0.14
H 0.613098 -8.267644 1.494318 0.19 0.11 -0.04
H -0.935329 -8.102380 0.708242 -0.06 0.00 0.12
H 1.626037 -7.903415 -0.732409 0.09 -0.02 0.13
H -0.870515 -6.608012 -1.289612 -0.01 0.03 0.00
C 7.009249 -4.211953 1.497678 0.32 -0.07 0.07
C 6.804192 -2.961561 0.674202 -0.41 -0.34 0.15
O 7.922316 -2.054931 0.850798 -0.03 0.14 -0.11
C 8.990903 -2.290968 0.116898 -0.13 -0.02 0.02
O 9.158947 -3.160056 -0.685668 0.06 -0.01 -0.03
C 10.054472 -1.212175 0.409528 0.11 -0.02 0.08
F 10.171446 -0.975827 1.720299 0.01 0.02 0.00
F 9.706296 -0.055977 -0.184580 0.05 -0.06 -0.07
F 11.242801 -1.576384 -0.055887 -0.01 0.01 -0.04
H 7.178419 -3.954826 2.544454 -0.09 0.03 0.01
H 6.131778 -4.851663 1.431390 -0.03 0.06 -0.02
H 7.878344 -4.772946 1.152040 -0.03 0.01 -0.08
H 5.929222 -2.414867 1.016749 0.10 0.13 0.04
H 6.665470 -3.186062 -0.381720 0.20 0.04 -0.04
C 9.633249 3.483885 0.833736 -0.07 0.18 0.17
C 8.357710 2.675219 0.754873 0.26 -0.06 -0.25
O 7.492542 2.958616 1.877664 -0.08 -0.01 0.00
C 6.743792 4.043533 1.775028 0.07 -0.08 -0.04
O 6.705645 4.819424 0.867860 -0.02 0.06 0.00
C 5.849743 4.170368 3.025834 -0.03 0.05 0.03
F 6.546952 3.922896 4.145892 -0.07 0.09 -0.18
F 4.845214 3.291045 2.962573 0.00 -0.03 0.00
F 5.337065 5.391024 3.115268 0.01 0.01 0.00
H 10.136058 3.308175 1.785325 0.04 -0.08 -0.03
H 10.303856 3.199834 0.023497 0.00 -0.03 0.00
H 9.426975 4.551063 0.755948 -0.01 -0.01 -0.08
H 8.571454 1.616121 0.821087 -0.11 -0.05 0.17
H 7.821971 2.856613 -0.175723 -0.09 0.11 0.07
C -9.983617 6.760545 -4.881624 0.14 -0.01 -0.18
C -9.483005 5.573006 -4.089614 -0.29 0.15 0.23
O -8.617436 4.740712 -4.887041 0.04 -0.06 0.00
C -7.355582 5.138826 -4.972914 -0.09 -0.06 0.13
O -6.865398 6.108687 -4.482642 0.03 0.07 -0.08
C -6.554925 4.110905 -5.792437 0.48 -0.29 -0.32
F -7.210076 3.732013 -6.905881 -0.17 0.12 0.02
F -6.324912 3.007565 -5.077746 -0.13 -0.01 0.16
F -5.381838 4.605390 -6.173239 -0.06 0.16 0.09
H -10.475717 6.428529 -5.796368 -0.07 -0.01 0.04
H -10.695640 7.331850 -4.286788 -0.01 -0.01 0.02
H -9.160823 7.417363 -5.161776 0.01 0.02 0.07
H -10.305792 4.924839 -3.796737 0.05 -0.10 -0.08
H -8.959712 5.881830 -3.186066 0.13 0.00 -0.06
C -7.824405 0.458724 -7.979878 -0.16 -0.21 -0.14
C -8.052784 0.338364 -6.489667 0.39 0.37 -0.18
O -9.251060 -0.421858 -6.215208 -0.02 -0.01 0.12
C -9.126890 -1.736550 -6.240039 0.05 0.12 0.01
O -8.143453 -2.374509 -6.468923 -0.01 -0.06 -0.03
C -10.480702 -2.386466 -5.881425 0.03 -0.01 -0.05
F -11.493701 -1.789896 -6.521725 -0.03 -0.02 0.00
F -10.701917 -2.284219 -4.565419 -0.03 0.00 0.02
F -10.480993 -3.674209 -6.209565 -0.02 -0.03 0.01
H -8.705049 0.882983 -8.464016 0.03 0.10 0.03
H -6.968815 1.102616 -8.178652 0.00 0.03 0.05
H -7.637846 -0.515095 -8.432704 0.08 -0.01 0.06
H -8.218266 1.320738 -6.056206 -0.21 -0.08 0.10
H -7.197807 -0.108150 -5.984638 -0.10 -0.18 0.02
C 7.504324 3.086762 6.729786 0.32 0.04 0.31
C 7.565782 1.903144 7.667922 -0.37 -0.02 -0.20
O 8.906044 1.694721 8.171374 0.02 -0.05 0.05
C 9.264696 2.440103 9.200557 -0.08 -0.04 -0.07
O 8.612649 3.265444 9.767685 0.02 0.03 0.04
C 10.697539 2.063245 9.634923 0.00 0.07 -0.02
F 11.510161 1.934420 8.582114 0.04 -0.01 0.01
F 10.678139 0.896440 10.293901 0.02 -0.03 0.01
F 11.198787 2.992289 10.441583 0.02 -0.01 0.03
H 8.221931 2.968605 5.919094 -0.08 -0.06 -0.07
H 6.505939 3.170515 6.314391 -0.06 -0.03 -0.01
H 7.740972 4.011025 7.257286 -0.07 0.00 0.02
H 7.315419 0.982030 7.146874 0.15 -0.05 0.01
H 6.876127 2.013634 8.503398 0.12 0.07 0.09


Per-record LUMO level, eV: 0.67; -0.17; 0.11; 0.83